Version i
This record from the OMol25 dataset describes a single C6H10OS molecule. The level of theory is ωB97M-V/def2-TZVPD.

The geometry in XYZ format:
```
18
C6H10OS ωB97M-V/def2-TZVPD
C 1.732 0.664 0.841
C 1.124 0.538 -0.316
C 0.987 0.025 2.033
C -0.200 -0.209 -0.404
C -0.285 -1.444 -1.364
C -1.293 0.758 -0.944
O -1.714 -0.133 1.686
S -0.476 -0.815 1.294
H 2.612 1.179 1.101
H 1.242 1.300 -1.096
H 1.553 -0.705 2.753
H 0.555 0.819 2.576
H -0.470 -1.153 -2.489
H -1.177 -1.962 -1.045
H 0.529 -2.138 -1.442
H -1.996 0.943 -0.219
H -1.794 0.573 -1.831
H -0.929 1.760 -1.136
```

Summary:
- HOMO level: -8.869 eV
- HOMO-LUMO gap: 0.35629 Ha
- Charge: 0



Version ii
This record from the OMol25 dataset describes a single C6H10OS molecule. The level of theory is ωB97M-V/def2-TZVPD.

The geometry in XYZ format:
```
18
C6H10OS ωB97M-V/def2-TZVPD
C 1.800 -0.103 1.482
C 0.631 0.583 0.790
O 1.047 1.055 -0.498
C 1.148 0.093 -1.442
C 0.633 -1.127 -1.360
C -0.326 -1.561 -0.255
C -0.621 -0.304 0.640
S -2.027 0.692 0.035
H 2.553 0.628 1.656
H 1.539 -0.496 2.502
H 2.139 -0.938 0.876
H 0.332 1.506 1.317
H 1.712 0.431 -2.321
H 0.908 -1.780 -2.203
H -1.209 -1.951 -0.746
H 0.098 -2.360 0.351
H -0.841 -0.612 1.680
H -2.761 0.570 1.188
```

Summary:
- HOMO level: -8.645 eV
- SMILES: C[C@H]1OC=CC[C@@H]1S
- HOMO-LUMO gap: 0.34375 Ha
- Charge: 0



Most stable one: version ii, least stable one: version i.



Version i
This record from the OMol25 dataset describes a single C6H10OS molecule. The level of theory is ωB97M-V/def2-TZVPD.

The geometry in XYZ format:
```
18
C6H10OS ωB97M-V/def2-TZVPD
S -2.928 -0.426 -0.643
C -1.732 0.442 0.477
C -0.253 0.653 0.609
C 0.521 1.136 -0.633
C 1.794 0.261 -0.854
C 1.438 -1.096 -0.036
O 0.138 -1.630 -0.450
C 0.294 -0.816 0.820
H -2.466 -1.784 -0.117
H -2.120 1.544 0.478
H -2.187 0.360 1.503
H 0.034 1.161 1.656
H 0.823 2.138 -1.029
H -0.384 0.767 -1.341
H 2.674 0.861 -0.393
H 1.918 -0.241 -1.846
H 2.317 -1.982 0.016
H 0.120 -1.348 1.784
```

Summary:
- HOMO level: -9.035 eV
- SMILES: SC[C@@H]1CC[C@@H]2O[C@H]12
- HOMO-LUMO gap: 0.36148 Ha
- Charge: 0



Version ii
This record from the OMol25 dataset describes a molecular structure, C6H10OS. The level of theory is ωB97M-V/def2-TZVPD.

The geometry in XYZ format:
```
18
C6H10OS ωB97M-V/def2-TZVPD
C -0.239 1.196 -1.457
C 0.438 0.823 -0.178
C 1.527 -0.225 -0.615
C -0.490 -1.505 0.143
C -1.418 -1.092 1.191
C -0.204 -0.111 0.934
H 0.071 2.285 -2.006
H -0.380 0.448 -2.244
H -1.243 1.700 -0.971
H 0.771 1.716 0.213
H 1.558 -0.183 -1.737
H 2.481 -0.011 -0.223
H -0.900 -1.070 -0.896
H -1.255 -1.502 2.223
H -2.509 -0.669 0.854
H -0.166 0.054 2.769
O 0.658 -0.068 1.934
S 1.300 -1.785 0.067
```

Summary:
- HOMO level: -7.697 eV
- HOMO-LUMO gap: 0.30422 Ha
- Charge: 0



Most stable one: version i, least stable one: version ii.



Version i
This record from the OMol25 dataset describes 4 unconnected molecules or ions with the total composition C3H12O4. The level of theory is ωB97M-V/def2-TZVPD.

The geometry in XYZ format:
```
19
C3H12O4 ωB97M-V/def2-TZVPD
C -0.527 -2.385 1.909
C -0.394 -1.238 1.232
C 0.493 -0.130 1.554
O 0.902 0.795 0.464
H -1.487 -2.912 1.638
H 0.112 -2.821 2.697
H -0.957 -1.138 0.288
H -0.132 0.424 2.395
H 1.436 -0.473 2.036
H 0.137 1.439 0.610
O 1.172 -0.414 -1.930
H 2.129 -0.461 -1.947
H 1.019 0.064 -1.035
O -1.782 -0.757 -1.675
H -1.835 0.118 -1.777
H -0.987 -1.159 -2.159
O 0.146 3.245 -0.482
H -0.646 3.735 -0.672
H 0.278 2.758 -1.256
```

Summary:
- HOMO level: -9.370 eV
- SMILES: C=CCO.O.O.O
- HOMO-LUMO gap: 0.35730 Ha
- Charge: 0



Version ii
This record from the OMol25 dataset describes 4 unconnected molecules or ions with the total composition C3H12O4. The level of theory is ωB97M-V/def2-TZVPD.

The geometry in XYZ format:
```
19
C3H12O4 ωB97M-V/def2-TZVPD
C -1.899 0.288 2.362
C -2.016 0.729 0.888
C -0.825 1.629 0.617
O -0.412 2.500 1.333
H -0.922 -0.155 2.522
H -1.953 1.160 3.004
H -2.682 -0.434 2.557
H -2.954 1.264 0.733
H -1.917 -0.041 0.123
H -0.269 1.452 -0.327
O 0.569 -1.733 -2.535
H 0.630 -1.939 -1.592
H -0.029 -1.010 -2.539
O 0.415 -3.958 -0.316
H 1.313 -4.247 -0.520
H 0.146 -3.508 -1.114
O 4.609 2.507 -1.615
H 4.468 3.326 -2.112
H 3.731 2.170 -1.468
```

Summary:
- HOMO level: -10.036 eV
- SMILES: CCC=O.O.O.O
- HOMO-LUMO gap: 0.37577 Ha
- Charge: 0



Most stable one: version ii, least stable one: version i.



Version i
This record from the OMol25 dataset describes a single C7H13N molecule. The level of theory is ωB97M-V/def2-TZVPD.

The geometry in XYZ format:
```
21
C7H13N ωB97M-V/def2-TZVPD
C 1.540 -1.550 -0.509
C 1.477 -0.282 -0.196
C 2.691 0.555 0.175
C 0.076 0.224 -0.028
C -0.107 1.543 0.138
C -1.249 -0.494 -0.304
C -2.489 0.417 -0.510
N -1.512 -1.280 0.909
H 2.414 -2.265 -0.328
H 0.679 -2.122 -0.982
H 3.587 0.018 -0.134
H 2.692 0.737 1.324
H 2.744 1.621 -0.181
H -1.038 2.168 0.127
H 0.693 2.228 0.388
H -1.155 -1.087 -1.259
H -2.362 1.273 -1.173
H -2.930 0.800 0.467
H -3.318 -0.175 -0.996
H -1.824 -0.708 1.756
H -0.610 -1.621 1.316
```

Summary:
- HOMO level: -8.574 eV
- SMILES: C=C(C)C(=C)[C@H](C)N
- HOMO-LUMO gap: 0.35086 Ha
- Charge: 0



Version ii
This record from the OMol25 dataset describes a single C7H13N molecule. The level of theory is ωB97M-V/def2-TZVPD.

The geometry in XYZ format:
```
21
C7H13N ωB97M-V/def2-TZVPD
C 0.635 3.062 -1.596
C -0.358 2.247 -1.923
C -0.283 0.793 -1.609
C -1.099 0.232 -0.722
C -1.060 -1.233 -0.374
C -0.526 -1.525 1.030
C 0.901 -1.027 1.251
N 1.428 -1.264 2.583
H 1.521 2.655 -1.114
H 0.643 4.135 -1.738
H -1.245 2.582 -2.451
H 0.470 0.166 -2.068
H -1.902 0.814 -0.273
H -0.476 -1.765 -1.132
H -2.060 -1.662 -0.465
H -1.139 -1.022 1.773
H -0.547 -2.594 1.237
H 1.572 -1.481 0.517
H 1.016 0.036 1.015
H 0.818 -0.927 3.315
H 1.694 -2.222 2.744
```

Summary:
- HOMO level: -8.817 eV
- SMILES: C=C/C=C/CCCN
- HOMO-LUMO gap: 0.36740 Ha
- Charge: 0



Most stable one: version ii, least stable one: version i.



Version i
This record from the OMol25 dataset describes a single C7H13N molecule. The level of theory is ωB97M-V/def2-TZVPD.

The geometry in XYZ format:
```
21
C7H13N ωB97M-V/def2-TZVPD
C -1.707 1.027 0.602
C -0.768 0.002 0.009
C -1.534 -0.879 -0.970
C -0.061 -0.828 1.052
C 1.307 -1.181 0.418
C 1.549 -0.048 -0.526
C 1.337 1.328 -0.008
N 0.303 0.665 -0.787
H -2.525 0.536 1.165
H -1.141 1.696 1.284
H -2.160 1.664 -0.177
H -2.357 -1.460 -0.523
H -1.935 -0.222 -1.763
H -0.855 -1.592 -1.490
H 0.158 -0.262 1.978
H -0.668 -1.722 1.302
H 1.257 -2.153 -0.109
H 2.093 -1.259 1.175
H 2.189 -0.142 -1.426
H 1.199 1.556 1.071
H 1.884 2.181 -0.440
```

Summary:
- HOMO level: -8.945 eV
- SMILES: CC1(C)CC[C@@H]2CN21
- HOMO-LUMO gap: 0.36669 Ha
- Charge: 0



Version ii
This record from the OMol25 dataset describes a single C7H13N molecule. The level of theory is ωB97M-V/def2-TZVPD.

The geometry in XYZ format:
```
21
C7H13N ωB97M-V/def2-TZVPD
C 0.971 0.040 -3.097
C 0.155 0.020 -2.045
C 0.598 0.312 -0.665
N 1.540 1.332 -0.479
C 0.094 -0.372 0.382
C -0.783 -1.581 0.125
C 0.033 0.121 1.785
C -1.393 0.589 2.213
H 1.962 0.444 -2.917
H 0.754 -0.044 -4.150
H -0.883 -0.279 -2.105
H 1.978 1.418 0.419
H 2.143 1.514 -1.260
H -0.522 -2.155 -0.767
H -1.842 -1.348 0.194
H -0.546 -2.341 0.863
H 0.738 0.918 2.039
H 0.181 -0.676 2.518
H -1.297 1.099 3.173
H -1.839 1.269 1.507
H -2.042 -0.282 2.266
```

Summary:
- HOMO level: -7.431 eV
- SMILES: C=C/C(N)=C(\C)CC
- HOMO-LUMO gap: 0.31168 Ha
- Charge: 0



Most stable one: version i, least stable one: version ii.



Version i
This record from the OMol25 dataset describes a single C2H4N4S molecule. The level of theory is ωB97M-V/def2-TZVPD.

The geometry in XYZ format:
```
11
C2H4N4S ωB97M-V/def2-TZVPD
H 3.074 -0.162 -0.968
N 2.388 -0.890 -0.467
C 1.242 -0.394 -0.233
N 0.992 1.044 -0.404
C -0.190 1.168 -0.022
N -0.927 -0.045 0.347
S -2.359 -0.437 -0.601
N 0.060 -0.966 0.324
H -0.860 2.089 0.320
H -3.378 0.083 0.608
H -0.042 -1.490 1.095
```

Summary:
- HOMO level: -8.779 eV
- SMILES: [H]/N=c1\ncn(S)[nH]1
- HOMO-LUMO gap: 0.31846 Ha
- Charge: 0



Version ii
This record from the OMol25 dataset describes a single C2H4N4S molecule. The level of theory is ωB97M-V/def2-TZVPD.

The geometry in XYZ format:
```
11
C2H4N4S ωB97M-V/def2-TZVPD
C -0.982 0.206 -1.202
C 0.183 -0.326 -0.610
N -1.835 0.950 -0.696
N -2.636 1.604 -0.271
N 0.312 -0.140 0.713
N 1.395 -0.274 1.533
S 1.506 -1.046 -1.474
H -1.009 0.117 -2.210
H -0.453 0.350 1.094
H 1.272 -1.108 2.080
H 2.246 -0.334 1.044
```

Summary:
- HOMO level: -8.432 eV
- HOMO-LUMO gap: 0.31208 Ha
- Charge: 0



Most stable one: version ii, least stable one: version i.